The following is a DFT calculation (wB97M-V/def2-TZVPD) of C47H38FeN3OS3Sb as an isolated structure.

F_max ... 3.42 eV/Å
LUMO (spin up / spin down) ... 1.64 / 0.84 eV
Charge ... -1
Spin multiplicity ... 6

```
94
Properties=species:S:1:pos:R:3:forces:R:3
Fe 0.370415 -1.389013 0.213820 -1.8 0.4 -1.3
S -0.281682 -3.372360 1.053086 -1.1 0.7 0.9
C 0.902548 -4.362846 0.389793 2.5 -1.1 -2.0
C 1.076306 -5.665282 0.893319 0.4 1.0 0.0
C 2.075381 -6.514879 0.360968 -1.3 0.4 0.7
C 2.387332 -7.696127 1.052574 0.4 -2.3 1.6
N 2.642734 -8.627729 1.700160 -0.3 1.1 -0.9
C 2.786801 -6.184038 -0.770255 -0.6 1.6 -0.7
C 2.591847 -4.913380 -1.313396 0.0 1.3 0.6
C 1.799779 -3.924657 -0.716345 -1.3 -2.5 1.8
S 1.839129 -2.311623 -1.258252 0.3 0.8 -0.4
C 3.725196 -7.004772 -1.424728 1.8 -1.7 -0.7
N 4.532712 -7.650833 -1.956908 -1.1 0.9 0.6
H 0.493405 -5.858356 1.813422 0.6 -0.5 -0.7
H 3.199355 -4.550224 -2.119663 0.3 -0.3 -0.5
C -3.800725 0.953380 0.036702 -0.5 1.0 2.0
C -3.609260 -0.275043 0.930786 -0.4 -0.9 -0.6
C -2.446595 -0.035722 1.875346 -0.1 0.0 1.3
C -3.502697 -1.486273 -0.000318 0.2 -0.6 0.0
C -4.516030 -2.425293 0.070202 0.3 0.0 -0.2
C -4.654355 -3.377793 -0.945952 -0.7 -0.2 1.1
C -3.824014 -3.346268 -2.028015 1.1 -0.1 0.6
C -2.646751 -2.558741 -2.055765 -1.4 0.1 -0.1
C -1.828470 -2.621345 -3.329823 -0.4 -0.8 -0.1
C -1.066389 -3.968708 -3.405709 -0.1 1.5 -0.7
C -0.900752 -1.461495 -3.646451 0.3 -0.2 1.3
C -2.466593 -1.696437 -0.981534 0.4 0.9 0.9
O -1.307027 -1.022234 -0.840248 1.0 0.4 0.8
H -3.885037 1.829425 0.730940 0.2 -0.4 -0.5
H -4.744321 0.975200 -0.523907 0.6 -0.4 -0.3
H -2.870171 1.050697 -0.484599 0.2 0.3 -1.0
H -4.548793 -0.413022 1.498856 0.5 -0.1 0.0
H -1.580439 0.279361 1.298422 0.1 0.2 0.1
H -2.136768 -0.915112 2.515508 -0.5 0.8 -0.7
H -2.754756 0.802061 2.558090 0.6 -0.6 -0.4
H -5.131593 -2.426395 0.970778 -0.2 0.0 -0.4
H -5.388233 -4.178216 -0.815711 0.1 0.3 -0.3
H -3.956444 -4.122097 -2.743955 -0.1 -0.3 -0.9
H -2.619284 -2.622704 -4.095714 0.3 -0.1 -0.1
H -0.392019 -3.987708 -2.564785 0.6 -0.2 0.1
H -0.572907 -4.003663 -4.380502 0.5 -0.1 0.2
H -1.699115 -4.819151 -3.370373 -0.8 -0.8 0.3
H 0.045596 -1.595355 -3.078796 -0.5 0.3 -0.5
H -1.357626 -0.527139 -3.339516 0.0 0.3 0.0
H -0.707427 -1.420720 -4.697998 0.3 -0.1 -0.7
N -1.707453 1.387457 10.418098 0.3 0.1 -1.5
C -1.381309 1.310062 9.303416 -0.2 -0.4 2.1
C -0.875509 1.075363 7.995854 0.6 0.6 -0.8
C 0.479578 1.352082 7.714330 -0.3 0.2 0.9
C 0.945106 1.167856 6.447732 -0.6 -0.5 -2.3
C 0.066843 0.704100 5.387860 -0.9 1.1 2.2
C -1.327891 0.558988 5.681786 1.9 -0.4 -0.1
C -1.751565 0.709607 6.968419 -0.1 0.1 1.6
C 0.551110 0.537373 4.095707 0.4 -0.5 -1.6
C 0.949389 0.279444 2.972336 -0.5 0.3 1.8
H 1.124379 1.751596 8.512978 -0.3 -0.3 -0.5
H 1.942680 1.426737 6.096777 0.0 -0.2 0.5
H -2.003532 0.233376 4.929952 -0.4 -0.1 -0.6
H -2.762781 0.545407 7.319009 -0.2 0.0 -0.6
S 1.732556 -0.087596 1.583807 0.6 -0.1 -0.9
Sb 1.165416 1.645109 -1.270499 0.7 0.7 -0.8
C 3.239608 2.332686 -1.347370 -1.7 1.0 -0.1
C 4.270838 1.479156 -1.193515 1.9 -2.8 0.3
C 5.622977 1.859421 -1.199844 -1.2 1.0 -0.5
C 5.902176 3.210729 -1.362506 0.6 0.0 0.3
C 4.872545 4.134826 -1.492447 -1.3 -0.9 0.4
C 3.527414 3.684456 -1.499259 0.6 1.5 -0.1
C 0.561041 3.341360 -0.047985 -0.7 -0.8 -0.5
C 1.347432 4.046304 0.811986 0.9 1.2 1.1
C 0.845728 5.178186 1.506663 0.7 -0.3 0.4
C -0.484951 5.576528 1.425926 -0.4 -1.5 -1.2
C -1.351255 4.765454 0.630726 0.4 -0.6 0.2
C -0.781524 3.668170 -0.066425 -2.2 0.5 -0.7
C 0.697462 2.473162 -3.293859 0.5 0.3 2.1
C 1.056774 1.818461 -4.434567 -0.1 -0.6 -1.6
C 0.578894 2.295201 -5.698330 0.4 -0.9 0.8
C -0.368091 3.298915 -5.757332 0.2 0.5 1.5
C -0.639782 4.009315 -4.557228 0.3 -0.1 -0.2
C -0.013304 3.661585 -3.361563 -0.7 0.5 -0.6
H 4.094483 0.390707 -1.068094 -0.1 0.7 0.0
H 6.383328 1.115501 -1.139724 0.5 -0.3 0.2
H 6.929873 3.580920 -1.314964 -0.2 -0.2 -0.1
H 5.102463 5.184054 -1.463166 0.0 0.3 -0.3
H 2.717128 4.446029 -1.570403 0.7 -0.7 0.0
H 2.388292 3.744118 0.955651 -0.3 0.3 0.0
H 1.538242 5.722008 2.181890 -0.5 -0.3 -0.6
H -0.834332 6.454259 1.939073 -0.1 0.1 0.2
H -2.467423 4.871323 0.596802 1.3 0.3 0.0
H -1.449581 3.068208 -0.740847 0.4 0.6 0.8
H 1.673900 0.897306 -4.372355 -0.4 0.7 -0.2
H 0.911895 1.812006 -6.614096 -0.1 -0.1 0.2
H -0.853313 3.547778 -6.683744 0.0 0.2 -0.2
H -1.328108 4.845725 -4.502568 0.0 0.0 -0.4
H -0.110111 4.331810 -2.497636 -0.2 -0.5 -0.3
```
Positions in Å, forces in eV/Å.

Here are the Mulliken charges for atoms 1 to 6, given in e: number 1, Fe, carries -0.135; number 2, S, carries -0.513; number 3, C, carries 1.175; number 4, C, carries -1.291; number 5, C, carries 0.778; number 6, C, carries -0.113

=====

The following is a DFT calculation (wB97M-V/def2-TZVPD) of C47H38KN4O5SSbSi as an isolated structure.

F_max ... 2.03 eV/Å
LUMO ... 3.75 eV
Charge ... -2
Energy above the lowest of the compared OMol25 structures with the same formula, charge and spin ... 6.1 kcal per mole

```
98
Properties=species:S:1:pos:R:3:forces:R:3
K 0.486314 -0.445284 1.901959 -1.8 -0.6 -0.7
O 3.272905 3.288402 5.510604 0.1 0.0 0.1
C 3.088988 2.803133 4.424403 -0.1 0.5 0.1
C 2.500907 3.497297 3.215689 0.0 0.0 -0.2
O 2.346273 4.705604 3.089265 0.0 0.0 0.3
C 2.172139 2.456419 2.297448 0.1 0.1 -0.1
C 2.686792 1.190838 2.671036 0.2 0.1 -0.2
O 2.627639 0.127489 2.046900 1.9 0.6 0.4
C 3.318586 1.371857 4.028569 0.1 -0.6 -0.2
O 3.889929 0.525924 4.665038 0.1 0.0 0.2
O 1.482392 2.665442 1.144753 0.0 -0.3 0.8
S -1.193805 -2.637946 2.788362 0.2 -0.4 0.7
Sb -2.244078 -2.484910 0.703599 -0.5 0.1 -0.3
C -4.303340 -2.077586 1.435893 0.1 0.0 0.0
C -5.273556 -1.572924 0.575099 0.0 0.0 0.1
C -6.587098 -1.393311 0.998058 -0.1 0.0 -0.1
C -6.944336 -1.712266 2.299937 -0.1 0.0 0.0
C -5.983311 -2.212264 3.171772 0.0 0.0 0.0
C -4.675711 -2.392944 2.739446 -0.1 0.0 0.1
C -1.513199 -3.473548 -2.005121 -0.1 -0.1 0.3
C -1.004920 -4.764382 -2.224782 0.0 0.1 -0.2
C -0.569127 -5.206642 -3.475831 0.1 0.0 0.1
C -0.626068 -4.348724 -4.570416 0.0 -0.1 -0.1
C -1.126916 -3.063208 -4.397087 0.0 0.1 -0.1
C -1.557868 -2.651222 -3.138362 0.0 -0.2 0.0
C -2.876845 -4.570455 0.629857 0.2 0.1 -0.1
C -3.880010 -4.960133 -0.252233 0.0 0.0 0.0
C -4.255016 -6.290903 -0.362804 -0.1 0.0 0.0
C -3.616986 -7.258975 0.403565 0.0 -0.1 0.0
C -2.611619 -6.882443 1.282574 -0.1 -0.1 0.0
C -2.247851 -5.544006 1.393507 0.0 0.0 0.1
H -4.997775 -1.314364 -0.444847 0.0 0.0 0.0
H -7.332621 -1.004646 0.311019 0.0 0.0 0.0
H -7.966443 -1.568710 2.634204 0.0 0.0 0.0
H -6.260076 -2.467695 4.190457 0.0 0.0 0.0
H -3.914992 -2.777716 3.415556 0.0 0.0 0.0
H -0.954199 -5.461226 -1.386412 0.0 -0.1 0.0
H -0.192659 -6.219373 -3.609137 0.0 0.0 0.0
H -0.300552 -4.689149 -5.548546 0.0 0.0 0.0
H -1.173020 -2.389295 -5.251368 0.0 0.0 0.0
H -1.954619 -1.639023 -3.032658 0.0 0.1 -0.1
H -4.368096 -4.211983 -0.868977 0.0 0.0 0.0
H -5.041880 -6.581189 -1.051602 0.0 0.0 0.0
H -3.902854 -8.301805 0.312680 0.0 0.0 0.0
H -2.111113 -7.636462 1.881801 0.0 0.0 0.0
H -1.472705 -5.239170 2.090007 0.0 0.0 0.0
N 1.658774 -2.686423 -2.279238 -0.1 0.0 0.0
C 2.664196 -2.212552 -3.075422 0.1 0.0 0.0
C 3.155197 -1.110942 -2.430149 0.0 0.0 -0.1
N 2.460773 -0.898129 -1.268252 0.0 0.1 0.2
C 1.566858 -1.857813 -1.217137 0.1 0.0 0.1
H 1.006834 -3.433625 -2.491869 -0.1 0.0 0.0
H 2.939151 -2.699156 -3.995029 0.0 0.0 0.0
H 3.954875 -0.450081 -2.726810 0.0 0.0 -0.1
H 0.851746 -2.013631 -0.423782 -0.1 -0.1 -0.2
N -1.143636 0.764054 5.344043 0.0 0.0 0.0
C -2.387953 0.380750 4.911682 -0.1 0.1 -0.1
C -2.421866 0.683668 3.583305 -0.1 0.0 0.1
N -1.228771 1.240765 3.196752 0.0 0.2 0.0
C -0.484948 1.273245 4.274541 -0.2 0.0 0.1
H -0.764617 0.642048 6.264630 0.0 0.0 0.0
H -3.110443 -0.075405 5.564315 0.0 -0.1 0.0
H -3.222158 0.515266 2.881871 0.0 -0.1 0.0
H 0.513700 1.670900 4.336760 0.0 0.0 0.1
C 0.664748 7.705164 -1.032096 0.0 0.0 0.0
C 0.844225 6.830107 -2.094376 0.0 0.1 0.0
C 1.266844 5.530571 -1.857710 0.0 -0.1 0.0
C 1.530921 5.077364 -0.561884 0.0 -0.2 0.2
C 1.356188 5.976366 0.494275 0.0 0.0 0.0
C 0.921009 7.273960 0.260516 0.0 0.1 0.0
Si 2.056679 3.275741 -0.265535 0.2 0.4 -1.2
C 3.922778 3.083343 -0.344019 -0.2 0.0 0.2
C 4.801210 4.164175 -0.396183 -0.1 0.0 0.0
C 6.171868 3.960207 -0.469112 0.1 0.0 0.0
C 6.681388 2.669154 -0.482769 -0.1 0.0 0.0
C 5.818175 1.583259 -0.408316 0.1 0.0 0.0
C 4.448125 1.786890 -0.339803 -0.1 -0.1 0.0
C 1.307015 2.310851 -1.687649 0.1 0.1 0.2
C 1.971556 2.308269 -2.915222 0.1 0.0 0.1
C 1.397899 1.735215 -4.039709 0.0 0.0 0.0
C 0.145831 1.143614 -3.945957 0.0 0.0 -0.1
C -0.522360 1.124638 -2.730738 -0.1 0.0 0.0
C 0.054327 1.706655 -1.613262 0.0 0.0 0.1
H 0.327012 8.719511 -1.211468 0.0 0.0 0.0
H 0.646420 7.161724 -3.107045 0.0 0.0 0.0
H 1.377911 4.850840 -2.693206 0.0 0.0 0.0
H 1.567157 5.646846 1.504958 -0.1 0.1 0.0
H 0.786461 7.952144 1.095239 0.0 0.0 0.0
H 4.403092 5.173446 -0.377475 0.0 0.0 0.0
H 6.846064 4.807950 -0.511738 0.0 0.0 0.0
H 7.750521 2.509056 -0.558237 0.0 0.0 0.0
H 6.212169 0.574163 -0.403658 0.0 0.0 0.0
H 3.774743 0.933693 -0.287345 0.0 0.0 0.0
H 2.964941 2.744292 -2.978696 0.0 0.0 -0.1
H 1.923513 1.746736 -4.987613 0.0 0.0 0.0
H -0.301314 0.681196 -4.817814 0.0 0.0 0.0
H -1.494520 0.655744 -2.657459 0.0 -0.1 0.0
H -0.467910 1.677653 -0.661982 -0.1 0.0 0.0
```
Positions in Å, forces in eV/Å.

Here are the Mulliken charges for atoms 1 to 6, given in e: number 1, K, carries 1.079; number 2, O, carries -0.637; number 3, C, carries 0.255; number 4, C, carries 0.461; number 5, O, carries -0.804; number 6, C, carries 1.114

=====

The following is a DFT calculation (wB97M-V/def2-TZVPD) of C47H39N4O7P2PdSSi as an isolated structure.

F_max ... 3.65 eV/Å
LUMO (spin up / spin down) ... -5.31 / -5.31 eV
Charge ... +1

```
102
Properties=species:S:1:pos:R:3:forces:R:3
Pd 0.144949 -0.070474 0.143115 -1.8 0.5 -0.7
C -1.229096 3.614348 0.047740 0.2 -0.9 0.3
Si -0.867221 1.962469 0.995943 -0.1 0.6 0.7
C 0.360547 2.392831 2.419395 -0.1 -0.4 -0.9
C 0.038720 3.421255 3.298212 -0.1 0.1 -0.1
C 0.899428 3.792483 4.316545 0.0 0.0 0.0
C 2.110397 3.136444 4.468348 0.0 0.0 0.0
C 2.441084 2.100112 3.613294 0.1 -0.1 0.0
C 1.576852 1.728098 2.589420 -0.3 -0.2 -0.1
P 2.057205 0.409095 1.422968 -0.3 1.1 0.1
C 3.184934 1.218542 0.262986 -0.3 -0.3 -0.2
C 3.954928 0.394762 -0.559659 -0.1 -0.1 0.1
C 4.775237 0.956413 -1.517767 0.0 0.0 0.0
C 4.815087 2.334463 -1.674259 -0.1 0.0 0.1
C 4.047803 3.153547 -0.859542 0.0 0.1 0.0
C 3.227542 2.602436 0.109012 -0.1 -0.1 0.1
C 3.113245 -0.721885 2.364931 -0.5 -0.3 -0.3
C 4.448150 -0.384045 2.577296 -0.1 0.2 -0.2
C 5.261092 -1.232274 3.305876 0.1 0.0 0.1
C 4.754097 -2.423647 3.803172 0.0 0.0 0.0
C 3.428605 -2.765055 3.580567 0.0 0.0 0.1
C 2.604978 -1.911773 2.870702 0.0 0.0 0.0
C -2.451659 1.330444 1.874536 0.6 -0.3 -0.7
C -3.426208 2.233405 2.290848 0.1 0.1 -0.1
C -4.539461 1.810355 2.993921 0.0 0.0 0.0
C -4.695322 0.468973 3.305157 0.0 0.0 0.0
C -3.742102 -0.445083 2.898134 0.1 0.0 0.0
C -2.633797 -0.022745 2.167043 0.2 0.1 -0.2
P -1.439772 -1.297662 1.632914 -0.3 0.9 0.0
C -1.069823 -2.045953 3.253031 0.6 0.1 -0.3
C -0.313691 -1.283565 4.144765 -0.1 0.0 -0.1
C -0.056413 -1.755669 5.417087 0.0 0.1 0.1
C -0.556695 -2.988127 5.811437 0.0 -0.1 -0.1
C -1.304976 -3.748426 4.927651 0.0 0.0 0.1
C -1.557668 -3.287522 3.647031 -0.1 0.0 -0.2
C -2.397117 -2.531246 0.712466 0.6 0.1 -0.3
C -3.663053 -2.259497 0.196820 0.1 0.2 0.2
C -4.313724 -3.217062 -0.560222 0.0 0.0 0.0
C -3.702219 -4.430924 -0.833479 0.1 0.1 0.0
C -2.420619 -4.683466 -0.366786 0.0 -0.1 0.1
C -1.765371 -3.736832 0.397081 0.1 0.1 0.1
H -1.192907 4.446731 0.742076 0.0 0.1 0.4
H -2.215483 3.619716 -0.406726 -0.2 -0.1 -0.1
H -0.478871 3.809420 -0.715061 0.0 -0.1 0.0
H -0.902282 3.936684 3.181629 -0.1 0.1 0.1
H 0.627368 4.599028 4.981350 0.0 0.0 0.1
H 2.795779 3.432320 5.248661 0.0 0.0 0.1
H 3.379796 1.581466 3.728752 0.1 0.0 0.1
H 3.906196 -0.680195 -0.434920 0.0 0.0 -0.1
H 5.383679 0.319185 -2.141358 0.0 0.0 -0.1
H 5.443495 2.768096 -2.436524 0.1 0.1 -0.1
H 4.085269 4.227275 -0.972979 0.0 0.0 0.0
H 2.624008 3.236606 0.745215 0.0 0.1 0.0
H 4.845394 0.530861 2.159971 0.1 0.0 0.0
H 6.296445 -0.969979 3.468998 0.0 0.0 0.0
H 5.399081 -3.094322 4.350834 0.0 -0.1 0.0
H 3.037911 -3.704309 3.943482 0.0 0.0 0.1
H 1.579888 -2.179199 2.668534 0.1 -0.1 0.1
H -3.312555 3.281104 2.056442 0.0 0.2 0.0
H -5.288032 2.525580 3.298994 -0.1 0.1 0.0
H -5.558157 0.135469 3.861396 -0.1 0.0 0.0
H -3.863512 -1.490341 3.145297 0.0 -0.1 0.0
H 0.080714 -0.321259 3.835408 0.0 0.0 0.0
H 0.531649 -1.164348 6.103921 0.0 0.0 0.0
H -0.362724 -3.360750 6.805077 0.0 0.0 0.1
H -1.701999 -4.705229 5.231851 0.0 -0.1 0.0
H -2.140287 -3.890977 2.965294 0.0 0.0 0.0
H -4.130571 -1.301406 0.378182 0.0 0.0 0.0
H -5.298227 -3.007592 -0.950155 -0.1 0.0 0.0
H -4.214176 -5.169451 -1.429932 0.0 -0.1 -0.1
H -1.933365 -5.618381 -0.600495 0.1 -0.1 0.0
H -0.758976 -3.922185 0.751776 0.1 -0.1 0.0
O -2.834018 -0.848239 -3.184500 -1.0 0.6 0.1
C -1.984077 -0.983366 -2.320109 1.3 -2.7 -2.1
O -1.806869 -0.313674 -1.279933 0.5 1.9 2.7
C -0.993523 -2.158849 -2.534399 -0.4 0.9 0.3
C -1.307869 -3.334317 -3.177071 0.4 0.4 0.1
C -0.388925 -4.391611 -3.171615 0.6 0.6 0.7
C 0.748019 -4.359223 -2.361492 -0.1 -0.3 -0.1
C 1.015403 -3.200372 -1.657088 -1.3 0.9 -0.8
C 0.288564 -1.977804 -1.951909 0.6 -1.7 -0.1
O 0.837897 -0.865995 -1.738954 0.2 -0.2 -0.4
N 1.927619 -3.068167 -0.600215 1.3 -0.3 1.0
O 1.617085 -2.228319 0.299901 0.9 -1.6 -0.9
O 2.941077 -3.764278 -0.553641 -1.2 0.9 0.2
N -0.661331 -5.565368 -3.961376 0.1 0.1 0.2
O 0.156159 -6.457681 -3.927062 0.3 -0.5 -0.1
O -1.685272 -5.580038 -4.608337 -0.4 -0.1 -0.3
H -2.235208 -3.442834 -3.716065 -0.2 0.0 0.0
H 1.393823 -5.222622 -2.275951 -0.1 -0.1 0.0
S 0.732742 1.848731 -2.034495 0.6 0.2 1.4
C -0.491624 1.588415 -3.174835 -0.2 -0.1 -0.1
N -0.359342 0.818752 -4.249015 -0.1 0.2 0.1
C -1.516948 0.885702 -5.125890 -0.3 -0.1 -0.4
C -2.443494 1.867388 -4.376059 -0.6 0.0 -0.3
N -1.658296 2.226242 -3.207090 0.0 -0.1 0.0
H 0.438542 0.236303 -4.430316 0.1 0.1 0.3
H -1.979954 -0.100330 -5.229823 0.1 0.2 0.1
H -1.222865 1.254744 -6.111074 0.0 0.0 0.1
H -3.377279 1.380478 -4.078802 0.2 0.1 -0.1
H -2.664873 2.767768 -4.958308 0.0 -0.2 0.0
H -2.053315 2.698621 -2.410151 0.3 -0.1 -0.1
```
Positions in Å, forces in eV/Å.

Here are the Mulliken charges for atoms 1 to 6, given in e: number 1, Pd, carries -0.496; number 2, C, carries -1.601; number 3, Si, carries 2.325; number 4, C, carries 0.739; number 5, C, carries -0.609; number 6, C, carries -0.926